(1)
{
  "formula": "C4H10N",
  "method": "wB97M-V/def2-TZVPD",
  "charge": 1,
  "e_above_lowest_kj_mol": 134.32,
  "e_tot_ev": -5792.466,
  "symbols": ["C", "C", "C", "C", "H", "H", "H", "H", "H", "H", "N", "H", "H", "H", "H"],
  "positions_angstrom": [[1.3276, 1.1876, 1.1625], [0.1212, 0.6217, 1.0635], [-0.0748, -0.8292, 0.9523], [-1.2437, -1.4015, 0.6242], [2.2196, 0.5751, 1.1475], [1.4810, 2.2520, 1.2760], [-0.7603, 1.2568, 1.0612], [0.7795, -1.4652, 1.1530], [-1.3308, -2.4765, 0.6538], [-2.1353, -0.8023, 0.4762], [-0.0842, 0.2058, -1.9358], [-0.3833, -0.5362, -1.2682], [-0.8707, 0.7827, -2.2477], [0.5487, 0.7887, -1.3695], [0.4056, -0.1597, -2.7490]],
  "forces_ev_per_angstrom": [[-0.04, -0.20, -0.10], [0.29, 0.20, -0.04], [-0.47, -0.01, -0.15], [0.48, 0.23, 0.48], [0.09, -0.06, 0.13], [-0.15, 0.02, -0.03], [-0.10, -0.09, 0.08], [0.11, 0.03, 0.03], [-0.16, -0.08, -0.24], [-0.08, -0.07, -0.02], [0.13, 0.41, 0.15], [-0.16, -0.06, -0.24], [0.02, -0.19, 0.12], [-0.02, 0.05, -0.12], [0.04, -0.19, -0.03]]
}

---

(2)
{
  "formula": "C4H10N",
  "method": "wB97M-V/def2-TZVPD",
  "charge": 1,
  "e_above_lowest_kj_mol": 478.74,
  "e_tot_ev": -5788.896,
  "symbols": ["C", "C", "C", "C", "N", "H", "H", "H", "H", "H", "H", "H", "H", "H", "H"],
  "positions_angstrom": [[1.2325, -0.5489, -1.2265], [0.7477, -0.7511, 0.1832], [1.3478, 0.2479, 1.1355], [-2.3825, 0.6043, 0.0456], [-1.2067, 0.6106, -0.2523], [0.8352, 0.3283, -1.7319], [0.9453, -1.4340, -1.7979], [2.3244, -0.5280, -1.2122], [0.7724, -1.7769, 0.5531], [-0.4633, -0.4213, 0.1709], [1.2345, 1.2331, 0.6778], [2.3834, 0.0355, 1.3957], [-2.9634, 1.5046, -0.1801], [-2.8820, -0.3546, 0.2318], [0.7514, 0.2840, 2.0527]],
  "forces_ev_per_angstrom": [[-0.84, -1.52, -0.15], [3.02, 0.59, -0.17], [-1.91, 0.52, 0.22], [-2.12, -1.90, -0.32], [3.31, 1.00, 0.18], [0.15, 0.24, 0.25], [0.09, 0.18, -0.29], [0.02, 0.23, 0.11], [-0.75, -0.08, -0.10], [-1.71, 0.58, -0.52], [0.49, 0.05, 0.07], [0.06, -0.20, -0.23], [0.12, 0.06, -0.01], [-0.30, 0.38, 0.78], [0.36, -0.12, 0.19]]
}

---

(3)
{
  "formula": "C4H10N2",
  "method": "wB97M-V/def2-TZVPD",
  "smiles": "[H]/N=C/N.C=CC",
  "e_above_lowest_kj_mol": 172.52,
  "e_tot_ev": -7288.831,
  "symbols": ["H", "N", "C", "N", "H", "H", "H", "C", "C", "C", "H", "H", "H", "H", "H", "H"],
  "positions_angstrom": [[1.6103, -0.1706, -1.8744], [1.7892, -0.5733, -0.9555], [2.2990, 0.1919, -0.0716], [2.4244, -0.1188, 1.2570], [2.7171, 1.1546, -0.5049], [2.3164, -1.1120, 1.5053], [3.1293, 0.4327, 1.7482], [-2.7945, 0.6134, 0.9977], [-1.9266, -0.0748, 0.1930], [-1.9214, -0.0908, -1.2958], [-2.5565, 0.8015, 2.0898], [-3.5590, 1.1760, 0.5062], [-1.1716, -0.7838, 0.5151], [-2.5052, -1.0073, -1.5818], [-2.4832, 0.7665, -1.6861], [-0.9321, -0.2505, -1.7685]],
  "forces_ev_per_angstrom": [[0.63, 0.22, 0.45], [-0.79, -0.82, 0.91], [0.32, 0.76, -2.54], [0.53, 0.10, -0.15], [-0.37, -0.54, 1.63], [0.13, 0.91, -0.21], [-0.47, -0.63, -0.09], [2.82, -0.78, -0.13], [-0.65, 0.52, 0.98], [-1.47, -0.95, -0.66], [-0.76, -0.75, -1.40], [-0.38, 0.54, 0.03], [0.15, 0.42, 0.97], [0.39, 0.63, -0.08], [0.40, -0.14, -0.24], [-0.47, 0.50, 0.54]]
}